(1)
ORCA calculation (wB97M-V/def2-TZVPD) on a 4-piece molecular cluster, C24H40IN4O3 overall.

Cartesian coordinates (Å):
1 N 1.653 -1.839 1.421
2 C 1.827 -0.894 0.428
3 N 2.701 -1.186 -0.519
4 N 2.965 -0.266 -1.429
5 I 4.387 -0.799 -2.819
6 C 2.375 0.917 -1.483
7 C 1.429 1.252 -0.514
8 C 1.138 0.366 0.489
9 C 0.179 0.664 1.600
10 C -1.068 1.479 1.214
11 C -2.253 0.569 0.840
12 C -2.864 0.867 -0.539
13 N -3.448 -0.309 -1.138
14 C -4.526 -0.999 -0.653
15 C -4.755 -2.078 -1.454
16 C -3.769 -2.049 -2.477
17 C -2.987 -0.955 -2.254
18 H 0.707 -2.197 1.489
19 H 2.289 -2.619 1.290
20 H 2.655 1.586 -2.287
21 H 0.961 2.227 -0.559
22 H -0.133 -0.256 2.091
23 H 0.748 1.221 2.357
24 H -1.311 2.077 2.094
25 H -0.856 2.181 0.404
26 H -1.919 -0.475 0.792
27 H -3.030 0.608 1.605
28 H -2.081 1.213 -1.220
29 H -3.623 1.651 -0.478
30 H -5.062 -0.673 0.227
31 H -5.533 -2.816 -1.327
32 H -3.647 -2.751 -3.288
33 H -2.141 -0.568 -2.805
34 C -6.002 -7.149 -1.242
35 C -7.241 -6.737 -0.449
36 C -7.133 -5.218 -0.482
37 O -6.495 -4.890 -1.719
38 C -5.954 -6.070 -2.316
39 H -6.063 -8.153 -1.659
40 H -5.113 -7.096 -0.608
41 H -8.145 -7.064 -0.966
42 H -7.266 -7.134 0.564
43 H -6.517 -4.847 0.345
44 H -8.101 -4.718 -0.443
45 H -6.567 -6.344 -3.180
46 H -4.943 -5.854 -2.664
47 C 1.800 4.387 5.095
48 C 0.714 4.012 6.101
49 C -0.511 3.901 5.205
50 O -0.031 3.453 3.928
51 C 1.394 3.556 3.886
52 H 2.809 4.164 5.437
53 H 1.746 5.451 4.858
54 H 0.939 3.047 6.560
55 H 0.584 4.744 6.895
56 H -0.999 4.871 5.076
57 H -1.250 3.188 5.570
58 H 1.829 2.549 3.942
59 H 1.686 4.010 2.937
60 C 7.953 3.576 -2.627
61 C 7.446 2.145 -2.454
62 C 7.475 1.638 -3.892
63 O 8.543 2.315 -4.535
64 C 9.003 3.395 -3.717
65 H 8.364 4.009 -1.717
66 H 7.148 4.223 -2.981
67 H 8.139 1.572 -1.835
68 H 6.455 2.082 -2.002
69 H 6.538 1.874 -4.414
70 H 7.649 0.561 -3.965
71 H 9.975 3.128 -3.290
72 H 9.131 4.278 -4.342

Its charge is +1. For the frontier orbital gap, the calculation gives 5.4384 eV.

***

(2)
ORCA calculation (wB97M-V/def2-TZVPD) on C24H40N2Se2Si2SnTe as an isolated structure at a distorted geometry.

Cartesian coordinates (Å):
1 Sn 0.757 1.003 -0.100
2 C 2.783 5.733 0.452
3 Se 1.275 4.505 0.368
4 C 0.476 5.212 -1.305
5 C -0.998 4.893 -1.368
6 Se -1.437 2.974 -1.405
7 C -1.360 2.573 -3.315
8 H 3.368 5.669 -0.463
9 H 3.390 5.461 1.312
10 H 2.398 6.740 0.591
11 H 1.037 4.815 -2.156
12 H 0.611 6.296 -1.268
13 H -1.464 5.332 -2.255
14 H -1.506 5.271 -0.475
15 H -2.149 3.135 -3.811
16 H -1.556 1.507 -3.416
17 H -0.387 2.820 -3.731
18 C 5.546 2.098 -0.060
19 C 4.154 2.129 -0.155
20 N 3.404 1.048 -0.232
21 C 4.009 -0.155 -0.278
22 C 5.412 -0.291 -0.190
23 C 6.178 0.879 -0.060
24 C 6.010 -1.583 -0.259
25 C 5.248 -2.686 -0.442
26 C 3.835 -2.581 -0.594
27 C 3.031 -3.698 -0.877
28 C 1.684 -3.521 -1.087
29 C 1.149 -2.243 -0.963
30 N 1.867 -1.179 -0.652
31 C 3.201 -1.321 -0.492
32 H 6.101 3.018 0.011
33 H 3.624 3.074 -0.166
34 H 7.250 0.810 0.031
35 H 7.083 -1.659 -0.183
36 H 5.697 -3.667 -0.494
37 H 3.485 -4.674 -0.942
38 H 1.049 -4.350 -1.351
39 H 0.093 -2.068 -1.133
40 C -1.196 -3.891 1.385
41 Si -0.900 -2.611 2.770
42 C -1.225 -3.367 4.475
43 C 0.861 -1.857 2.672
44 C -2.121 -1.131 2.633
45 Te -2.026 0.218 0.939
46 C -3.059 -1.147 -0.402
47 Si -4.851 -0.526 -0.804
48 C -4.613 0.881 -2.066
49 C -5.794 -1.998 -1.543
50 C -5.628 0.144 0.798
51 H -0.472 -4.696 1.463
52 H -1.132 -3.486 0.379
53 H -2.177 -4.343 1.494
54 H -0.588 -4.225 4.658
55 H -2.253 -3.702 4.564
56 H -1.045 -2.654 5.273
57 H 1.606 -2.593 2.385
58 H 1.155 -1.468 3.642
59 H 0.920 -1.023 1.956
60 H -2.009 -0.493 3.507
61 H -3.148 -1.488 2.636
62 H -3.086 -2.104 0.109
63 H -2.477 -1.253 -1.314
64 H -4.246 0.511 -3.018
65 H -3.911 1.626 -1.695
66 H -5.553 1.386 -2.261
67 H -5.335 -2.343 -2.464
68 H -6.810 -1.704 -1.778
69 H -5.849 -2.842 -0.863
70 H -5.083 1.006 1.179
71 H -5.652 -0.608 1.581
72 H -6.652 0.461 0.626

Its charge is +2. For the frontier orbital gap, the calculation gives 5.9281 eV. Its energy above the lowest of the compared OMol25 structures with the same formula, charge and spin is 1.038 eV.

***

(3)
ORCA calculation (wB97M-V/def2-TZVPD) on a 6-piece molecular cluster, C24H40O16S4 overall at a distorted geometry.

Cartesian coordinates (Å):
1 O 4.270 -10.012 -5.428
2 C 3.847 -9.642 -6.508
3 C 4.718 -8.923 -7.472
4 C 4.317 -8.672 -8.708
5 C 2.955 -9.006 -9.189
6 O 2.595 -8.808 -10.327
7 C 2.078 -9.713 -8.211
8 C 2.467 -9.915 -6.978
9 H 5.747 -8.677 -7.239
10 H 4.994 -8.174 -9.393
11 H 1.055 -9.931 -8.490
12 H 1.825 -10.493 -6.320
13 O 9.330 -10.251 -13.896
14 C 9.694 -9.635 -12.942
15 C 10.027 -8.193 -12.937
16 C 10.756 -7.647 -11.956
17 C 11.285 -8.443 -10.804
18 O 12.077 -7.951 -10.058
19 C 10.644 -9.777 -10.666
20 C 9.877 -10.311 -11.619
21 H 9.609 -7.488 -13.649
22 H 10.815 -6.566 -11.905
23 H 10.765 -10.416 -9.799
24 H 9.440 -11.293 -11.480
25 C 5.512 -13.271 -13.060
26 C 4.438 -14.356 -13.068
27 O 4.434 -14.962 -11.757
28 S 3.633 -16.317 -11.548
29 C 1.999 -15.867 -12.177
30 O 4.145 -17.289 -12.457
31 O 3.592 -16.553 -10.155
32 H 6.511 -13.574 -12.744
33 H 5.191 -12.469 -12.393
34 H 5.638 -12.857 -14.062
35 H 3.476 -13.882 -13.259
36 H 4.740 -15.086 -13.822
37 H 2.053 -15.866 -13.261
38 H 1.849 -14.891 -11.731
39 H 1.344 -16.700 -11.940
40 C 13.145 -13.944 -6.405
41 C 12.484 -12.748 -7.045
42 O 12.948 -11.511 -6.500
43 S 12.599 -10.248 -7.406
44 C 13.488 -9.069 -6.418
45 O 13.321 -10.341 -8.631
46 O 11.210 -9.943 -7.358
47 H 13.003 -13.991 -5.324
48 H 14.215 -13.951 -6.619
49 H 12.712 -14.856 -6.814
50 H 12.648 -12.832 -8.126
51 H 11.395 -12.841 -6.968
52 H 13.284 -8.121 -6.914
53 H 14.541 -9.285 -6.560
54 H 13.123 -9.134 -5.401
55 C 5.182 -12.564 -7.746
56 C 6.157 -13.601 -7.301
57 O 7.129 -13.766 -8.355
58 S 8.654 -13.427 -8.099
59 C 8.529 -11.682 -7.846
60 O 9.039 -14.067 -6.888
61 O 9.301 -13.722 -9.330
62 H 5.637 -11.566 -7.703
63 H 4.369 -12.386 -7.029
64 H 4.748 -12.695 -8.727
65 H 6.584 -13.252 -6.359
66 H 5.745 -14.595 -7.157
67 H 8.325 -11.198 -8.796
68 H 9.342 -11.206 -7.305
69 H 7.678 -11.595 -7.170
70 C 2.347 -16.787 -7.327
71 C 2.698 -15.991 -6.076
72 O 3.340 -16.906 -5.158
73 S 4.396 -16.419 -4.073
74 C 3.333 -16.127 -2.668
75 O 5.168 -17.560 -3.758
76 O 4.963 -15.167 -4.482
77 H 3.270 -17.223 -7.710
78 H 1.922 -16.104 -8.065
79 H 1.610 -17.584 -7.239
80 H 3.286 -15.109 -6.311
81 H 1.752 -15.687 -5.606
82 H 2.894 -17.092 -2.455
83 H 2.611 -15.354 -2.917
84 H 4.013 -15.721 -1.923

Its SMILES is O=C1C=CC(=O)C=C1.O=C1C=CC(=O)C=C1.CCOS(C)(=O)=O.CCOS(C)(=O)=O.CCOS(C)(=O)=O.CCOS(C)(=O)=O. Its charge is 0. For the frontier orbital gap, the calculation gives 8.1087 eV. Its energy above the lowest of the compared OMol25 structures with the same formula, charge and spin is 0.000 eV.